Record 1
Below is an isolated molecule of C15H20N2O4, with properties calculated with ωB97M-V/def2-TZVPD.

Output
- M (g mol⁻¹) = 292.3
- ΔE to the lowest compared entry with this formula, charge and spin (kJ/mol) = 211.7
- orbital gap (Eh) = 0.34608
- E_LUMO (eV) = 0.764
- charge = 0
- SMILES = Cc1cc(C)cc(OCC(=O)NNC(=O)[C@H]2CCCO2)c1

CARTESIAN COORDINATES (ANGSTROEM)
C 0.65689 1.12565 2.74453
C 1.07873 1.17783 1.30643
C 0.61304 2.18523 0.47416
C 1.00997 2.25908 -0.85392
C 1.88110 1.30178 -1.34782
C 2.34518 0.27912 -0.52974
C 1.94836 0.22124 0.79957
H 2.30051 -0.56029 1.45520
O 3.16533 -0.64880 -1.13874
C 3.38121 -1.86904 -0.47253
C 2.07182 -2.55535 -0.08703
O 1.92642 -3.24809 0.89914
N 1.07980 -2.34152 -0.98278
N -0.25036 -2.56967 -0.61745
C -1.15912 -1.59513 -0.90901
O -0.89758 -0.70250 -1.68467
C -2.48841 -1.75640 -0.17137
C -2.41104 -0.93015 1.12448
H -1.43694 -0.98909 1.60586
C -2.73218 0.46848 0.59607
H -3.23360 1.08745 1.33682
C -3.62943 0.18874 -0.62203
H -3.29101 0.74546 -1.50078
H -4.68056 0.42598 -0.43159
O -3.56143 -1.20724 -0.88948
H -1.81583 0.96535 0.27780
H -3.17949 -1.27233 1.81819
H -2.70352 -2.81612 -0.00888
H -0.32873 -3.18729 0.18163
H 1.14922 -1.62022 -1.69627
H 3.93160 -2.49694 -1.17939
H 3.99070 -1.74801 0.43189
H 2.19842 1.32311 -2.37840
C 0.47426 3.32207 -1.76213
H -0.28504 2.89246 -2.41523
H 0.02181 4.13093 -1.19412
H 1.26476 3.72757 -2.38965
H -0.07048 2.92351 0.86930
H -0.38980 1.40337 2.85140
H 0.80510 0.13161 3.16028
H 1.25031 1.82811 3.33026

natural (NBO) atomic charge list, values in e, 6 entries: number 1, C, carries -0.635; number 2, C, carries -0.003; number 3, C, carries -0.211; number 4, C, carries 0.024; number 5, C, carries -0.268; number 6, C, carries 0.301

---

Record 2
Below is a structure of composition C3H4N2O in a non-equilibrium geometry, with properties calculated with ωB97M-V/def2-TZVPD.

Output
- M (g mol⁻¹) = 84.1
- ΔE to the lowest compared entry with this formula, charge and spin (kJ/mol) = 325.6
- orbital gap (Eh) = 0.44330
- E_LUMO (eV) = 0.992
- charge = 0

CARTESIAN COORDINATES (ANGSTROEM)
C 1.53425 -0.68257 1.04591
C 0.46000 -0.22886 0.34234
C -0.74744 0.28295 -1.21663
H 2.41986 -0.93242 0.26891
H 1.06562 -1.54683 1.46462
H 1.92687 0.13510 1.86617
H -1.39854 0.40804 -2.03075
N 0.17828 -0.60581 -1.06824
N -0.35288 0.45460 0.90436
O -1.28406 0.84568 -0.18143

natural (NBO) atomic charge list, values in e, 6 entries: number 1, C, carries -0.649; number 2, C, carries 0.281; number 3, C, carries 0.371; number 4, H, carries 0.246; number 5, H, carries 0.251; number 6, H, carries 0.252

---

Record 3
Below is a structure of composition C32H30N4O6STi in a non-equilibrium geometry, with properties calculated with ωB97M-V/def2-TZVPD.

Output
- M (g mol⁻¹) = 646.5
- ΔE to the lowest compared entry with this formula, charge and spin (kJ/mol) = 0.0
- expectation value of S² = 2.02
- orbital gap (alpha / beta) (Eh) = 0.16533 / 0.24368
- E_LUMO (alpha / beta) (eV) = 4.326 / 4.320
- charge = -2
- spin multiplicity = 3

CARTESIAN COORDINATES (ANGSTROEM)
Ti 1.15450 -0.51214 -0.23834
C 4.06342 0.80706 1.39313
C 3.41363 0.60291 2.73009
C 3.96414 1.21906 3.84483
C 3.37383 1.12780 5.09482
C 2.18086 0.43683 5.21021
C 1.59817 -0.19574 4.12067
C 0.24336 -0.82517 4.29957
C 2.23718 -0.17739 2.85306
N 1.64582 -0.83983 1.77767
C 1.17612 -2.11943 2.00101
O 1.66389 -2.92943 2.78982
C -0.12231 -2.32993 1.29411
C -1.19497 -3.11106 1.66638
C -2.48673 -2.68561 1.27867
C -2.69052 -1.46104 0.64026
C -1.57327 -0.73618 0.24867
N -0.35332 -1.28552 0.46572
C -1.43069 0.65569 -0.20579
O -2.38140 1.38316 -0.51764
N -0.09341 1.04424 -0.20806
C 0.23024 2.40084 -0.35872
C -0.38560 3.42313 0.39710
C -1.31420 3.09289 1.53099
C -0.09792 4.75224 0.11090
C 0.81939 5.10214 -0.86477
C 1.51847 4.09775 -1.51806
C 1.25453 2.76105 -1.26622
C 2.02259 1.68588 -1.98986
H 5.02242 1.31646 1.50328
H 3.41674 1.42689 0.76103
H 4.21628 -0.13940 0.88477
H 4.88543 1.78135 3.72911
H 3.81900 1.61319 5.95616
H 1.67606 0.39449 6.17097
H -0.25861 -0.38637 5.16425
H 0.32741 -1.90428 4.44822
H -0.37410 -0.66298 3.41380
H -1.04980 -3.99051 2.27894
H -3.34486 -3.29101 1.54927
H -3.68384 -1.07664 0.45485
H -2.30459 2.84479 1.14931
H -1.39110 3.93328 2.22380
H -0.94494 2.21671 2.06961
H -0.60920 5.52695 0.67398
H 1.00948 6.14489 -1.09218
H 2.27861 4.35888 -2.24721
H 2.91798 2.09132 -2.46203
H 1.39224 1.24129 -2.75750
H 2.31914 0.88619 -1.30296
C -6.01319 -1.89766 -3.01089
C -4.51841 -1.72427 -3.05278
C -3.67157 -2.77377 -2.69486
C -2.30419 -2.59225 -2.66490
C -1.76432 -1.35531 -2.99505
C -2.58790 -0.31181 -3.38059
C -3.95984 -0.49732 -3.38873
S -0.03047 -1.28057 -3.35508
O 0.14206 -2.42587 -4.23789
O 0.19322 -0.00755 -4.03020
N 0.92386 -1.47041 -2.06411
C 2.19370 -1.91803 -2.63995
C 3.31704 -1.79886 -1.62472
O 4.45037 -2.16349 -1.91544
O 2.95614 -1.26441 -0.51566
H -6.30044 -2.93567 -3.18441
H -6.50447 -1.26946 -3.75521
H -6.39335 -1.60316 -2.02838
H -4.09574 -3.73521 -2.42662
H -1.63066 -3.39356 -2.38760
H -2.14336 0.63303 -3.65754
H -4.61032 0.33341 -3.63648
H 2.47052 -1.30697 -3.50927
H 2.12573 -2.95055 -2.99338

Mulliken atomic charge list, values in e, 6 entries: number 1, Ti, carries -1.538; number 2, C, carries -1.295; number 3, C, carries 0.912; number 4, C, carries -0.842; number 5, C, carries -0.772; number 6, C, carries -0.800